This record from OMol25 describes a structure of composition C40H36ClN5O2PS2Ti at a distorted geometry. The level of theory is ωB97M-V/def2-TZVPD.

Results
Maximum force, hartree/bohr: 0.022
Gap between HOMO and LUMO (spin up / spin down), eV: 5.36 / 7.27
Net charge: -1
Energy above the lowest of the compared OMol25 structures with the same formula, charge and spin, kJ/mol: 72.36
2S+1: 3
⟨S²⟩: 2.02

Last column: Löwdin charge in e.
CARTESIAN COORDINATES (ANGSTROEM)
Ti (-0.0526, 0.2527, 1.7858)  0.924
C (-5.8065, 2.5139, 2.2670)  -0.038
N (-4.4978, 2.6095, 1.6610)  -0.104
C (-4.2425, 2.4431, 0.3103)  -0.043
C (-2.9345, 2.6605, 0.1137)  -0.033
N (-2.3829, 2.9333, 1.3604)  -0.005
C (-3.3628, 2.9577, 2.3240)  -0.769
S (-3.1940, 3.4268, 3.9160)  0.600
C (-1.0395, 3.2907, 1.6342)  -0.298
C (-0.5430, 4.4833, 1.1533)  0.028
C (0.7535, 4.8408, 1.4906)  -0.029
C (1.4656, 4.0316, 2.3533)  -0.037
C (0.8832, 2.8513, 2.7870)  -0.136
N (-0.3253, 2.4458, 2.3838)  0.065
H (-6.4568, 3.3017, 1.8833)  0.092
H (-5.6836, 2.6334, 3.3401)  0.051
H (-6.2376, 1.5376, 2.0507)  0.079
H (-5.0074, 2.1272, -0.3765)  0.127
H (-2.3320, 2.6116, -0.7731)  0.114
H (-1.1653, 5.1123, 0.5329)  0.127
H (1.1845, 5.7546, 1.1035)  0.116
H (2.4631, 4.2927, 2.6763)  0.113
H (1.3969, 2.1764, 3.4622)  0.046
O (-0.4424, -3.4219, 1.7177)  0.050
C (0.2854, -2.7718, 0.9904)  -0.690
O (0.2251, -1.4877, 0.8133)  -0.233
C (1.4248, -3.4699, 0.2429)  -0.259
P (2.6005, -2.3122, -0.5809)  1.076
C (3.8014, -3.5917, -1.1645)  -0.381
C (4.9752, -3.7574, -0.4334)  -0.116
C (5.9020, -4.7331, -0.7783)  -0.101
C (5.6704, -5.5505, -1.8738)  -0.106
C (4.5089, -5.3887, -2.6188)  -0.091
C (3.5824, -4.4193, -2.2658)  -0.088
C (1.7637, -1.9639, -2.1732)  -0.393
C (0.4371, -2.2821, -2.4537)  -0.088
C (-0.1112, -1.9815, -3.6948)  -0.087
C (0.6580, -1.3651, -4.6712)  -0.095
C (1.9808, -1.0418, -4.4026)  -0.083
C (2.5211, -1.3344, -3.1604)  -0.113
H (1.0093, -4.1993, -0.4574)  0.091
H (1.9883, -4.0551, 0.9732)  0.093
H (5.1649, -3.1086, 0.4148)  0.092
H (6.8079, -4.8474, -0.1957)  0.096
H (6.3933, -6.3079, -2.1505)  0.095
H (4.3247, -6.0206, -3.4791)  0.098
H (2.6830, -4.2948, -2.8573)  0.104
H (-0.1843, -2.7545, -1.7031)  0.097
H (-1.1468, -2.2308, -3.8956)  0.096
H (0.2274, -1.1160, -5.6330)  0.097
H (2.5712, -0.5195, -5.1451)  0.103
H (3.5492, -1.0602, -2.9461)  0.105
Cl (1.2791, 0.2525, 5.0223)  0.393
C (1.1464, -0.5665, 3.3875)  -0.653
H (0.6916, -1.5358, 3.6083)  -0.008
H (2.1815, -0.7632, 3.0939)  -0.010
N (4.3688, 3.5265, -2.8104)  0.019
C (3.0002, 3.3231, -2.9816)  -0.863
S (2.2675, 3.9327, -4.3754)  0.489
C (2.3190, 2.6353, -1.9469)  -0.272
C (2.9563, 2.1997, -0.7434)  -0.034
C (2.2527, 1.5060, 0.1990)  -0.173
N (0.9445, 1.1824, 0.0781)  -0.072
C (0.3395, 1.5462, -1.0875)  -0.148
C (0.9481, 2.2639, -2.0666)  -0.054
H (4.8126, 3.8367, -3.6602)  0.051
H (4.8720, 2.7858, -2.3435)  0.065
H (3.9930, 2.4268, -0.5356)  0.093
H (2.7361, 1.1863, 1.1177)  0.109
H (-0.6797, 1.1993, -1.2124)  0.091
H (0.4150, 2.5192, -2.9710)  0.071
C (-5.0885, -1.4006, -0.5985)  -0.103
C (-3.7500, -1.2379, -1.0162)  -0.088
C (-2.7891, -0.8765, -0.1137)  -0.044
C (-3.1002, -0.6473, 1.2524)  -0.185
C (-2.1106, -0.1957, 2.1788)  -0.155
C (-2.4892, -0.0235, 3.4887)  -0.138
C (-3.8088, -0.2811, 3.9299)  -0.087
C (-4.7624, -0.6850, 3.0425)  -0.067
C (-4.4375, -0.8622, 1.6740)  -0.189
C (-5.4181, -1.2275, 0.7173)  -0.058
H (-5.8476, -1.6863, -1.3170)  0.092
H (-3.4844, -1.4085, -2.0529)  0.092
H (-1.7562, -0.7796, -0.4304)  0.085
H (-1.7726, 0.3375, 4.2231)  0.079
H (-4.0618, -0.1332, 4.9731)  0.102
H (-5.7820, -0.8690, 3.3663)  0.106
H (-6.4394, -1.3811, 1.0519)  0.104